Entry from OMol25: 6 unconnected molecules or ions with the total composition C26H38BBrF15O18PS at a distorted geometry (ωB97M-V with the def2-TZVPD basis set).

Cartesian coordinates (Å):
1 C -1.78 1.10 4.18
2 C -0.90 2.18 4.89
3 C 0.51 1.57 5.02
4 Br 0.48 0.36 6.59
5 C 1.67 2.62 5.16
6 B 1.66 3.08 6.72
7 C 0.47 3.78 7.48
8 O 2.84 2.86 7.43
9 O 2.85 1.79 5.02
10 S 3.51 1.95 3.55
11 O 4.78 2.57 3.80
12 O 3.69 0.76 2.77
13 O 2.37 2.94 2.95
14 C 1.64 3.64 4.03
15 P 2.53 5.28 4.18
16 O 2.62 5.81 5.54
17 O 1.62 6.31 3.30
18 O 3.97 5.28 3.46
19 H -1.77 0.16 4.72
20 H -2.79 1.50 4.06
21 H -1.42 0.90 3.17
22 H -0.94 3.07 4.27
23 H -1.37 2.40 5.84
24 H 0.71 0.97 4.14
25 H 0.82 4.07 8.47
26 H 0.21 4.71 6.96
27 H -0.40 3.14 7.65
28 H 2.89 1.95 7.74
29 H 0.70 3.85 3.53
30 H 1.54 5.98 2.38
31 H 3.81 5.07 2.52
32 C -1.21 1.47 -2.33
33 C -1.95 2.78 -2.25
34 O -2.62 2.91 -0.98
35 C -1.87 3.33 0.02
36 O -0.71 3.60 -0.01
37 C -2.69 3.46 1.30
38 F -3.50 2.41 1.51
39 F -3.48 4.55 1.29
40 F -1.87 3.57 2.35
41 H -1.89 0.64 -2.12
42 H -0.77 1.33 -3.31
43 H -0.41 1.43 -1.59
44 H -2.73 2.82 -3.01
45 H -1.29 3.63 -2.43
46 C -4.04 -4.66 -2.60
47 C -4.89 -3.82 -1.67
48 O -4.09 -3.33 -0.58
49 C -3.38 -2.24 -0.83
50 O -3.34 -1.66 -1.88
51 C -2.61 -1.80 0.42
52 F -2.04 -2.84 1.05
53 F -3.44 -1.21 1.30
54 F -1.65 -0.93 0.12
55 H -3.54 -5.45 -2.06
56 H -4.65 -5.10 -3.39
57 H -3.26 -4.05 -3.07
58 H -5.67 -4.43 -1.22
59 H -5.37 -3.00 -2.19
60 C 2.43 -5.63 -3.19
61 C 2.09 -4.21 -2.80
62 O 1.35 -3.55 -3.84
63 C 0.05 -3.79 -3.87
64 O -0.55 -4.50 -3.12
65 C -0.61 -2.99 -5.00
66 F 0.11 -3.04 -6.13
67 F -0.72 -1.69 -4.66
68 F -1.83 -3.44 -5.27
69 H 2.96 -5.65 -4.15
70 H 3.05 -6.10 -2.43
71 H 1.53 -6.24 -3.32
72 H 3.00 -3.63 -2.66
73 H 1.53 -4.18 -1.86
74 C -0.71 -10.36 -6.48
75 C -1.50 -9.07 -6.33
76 O -2.18 -9.03 -5.07
77 C -1.46 -8.63 -4.03
78 O -0.31 -8.32 -4.05
79 C -2.34 -8.59 -2.77
80 F -3.12 -9.67 -2.66
81 F -3.14 -7.51 -2.80
82 F -1.60 -8.52 -1.66
83 H -1.36 -11.22 -6.33
84 H -0.26 -10.42 -7.47
85 H 0.08 -10.42 -5.73
86 H -2.27 -9.02 -7.09
87 H -0.86 -8.20 -6.45
88 C 5.35 8.24 0.17
89 C 3.89 8.60 0.34
90 O 3.05 7.78 -0.50
91 C 2.76 6.58 -0.03
92 O 3.12 6.13 1.02
93 C 1.82 5.85 -1.00
94 F 2.21 5.97 -2.28
95 F 0.58 6.33 -0.92
96 F 1.78 4.55 -0.71
97 H 5.64 8.30 -0.89
98 H 5.98 8.91 0.74
99 H 5.55 7.22 0.49
100 H 3.72 9.62 0.03
101 H 3.58 8.51 1.38

As for the gap between HOMO and LUMO: 0.383 Eh. For the lowest unoccupied orbital energy, the calculation gives 0.0141 Eh. Its SMILES is CC[C@H](Br)[C@@]1(B(C)O)OS(=O)(=O)O[C@@H]1P(=O)(O)O.CCOC(=O)C(F)(F)F.CCOC(=O)C(F)(F)F.CCOC(=O)C(F)(F)F.CCOC(=O)C(F)(F)F.CCOC(=O)C(F)(F)F.

---

Entry from OMol25: a molecular structure, C26H38BF2N2OSY at a distorted geometry (ωB97M-V with the def2-TZVPD basis set).

Cartesian coordinates (Å):
1 Y 0.09 -0.59 0.28
2 C 0.57 -2.44 2.58
3 C 1.12 -1.50 3.64
4 C 1.96 -1.98 4.62
5 C 2.50 -1.11 5.57
6 C 2.20 0.24 5.51
7 C 1.34 0.75 4.54
8 C 1.12 2.24 4.51
9 C 0.77 -0.15 3.64
10 N -0.13 0.25 2.60
11 C -1.23 0.86 2.86
12 C -1.79 1.09 4.22
13 C -2.06 1.31 1.68
14 C -3.15 2.29 1.91
15 N -1.74 0.84 0.53
16 C -2.46 1.15 -0.66
17 C -3.74 0.61 -0.88
18 C -4.41 -0.28 0.12
19 C -4.37 0.93 -2.07
20 C -3.78 1.76 -3.01
21 C -2.51 2.27 -2.78
22 C -1.83 1.97 -1.61
23 C -0.49 2.59 -1.33
24 H 0.72 -3.47 2.87
25 H 1.12 -2.32 1.63
26 H -0.51 -2.30 2.42
27 H 2.21 -3.03 4.65
28 H 3.15 -1.49 6.34
29 H 2.64 0.92 6.22
30 H 2.09 2.75 4.52
31 H 0.59 2.57 5.40
32 H 0.58 2.58 3.63
33 H -1.25 0.53 4.97
34 H -2.84 0.78 4.23
35 H -1.76 2.15 4.49
36 H -2.77 3.17 2.44
37 H -3.94 1.86 2.53
38 H -3.59 2.61 0.97
39 H -4.95 0.31 0.87
40 H -3.71 -0.93 0.64
41 H -5.15 -0.91 -0.37
42 H -5.36 0.52 -2.27
43 H -4.30 2.00 -3.92
44 H -2.06 2.93 -3.51
45 H 0.01 2.88 -2.26
46 H 0.19 1.92 -0.78
47 H -0.60 3.49 -0.73
48 C 4.56 -1.74 -1.98
49 C 4.56 -0.77 -3.16
50 C 3.68 0.45 -2.96
51 S 1.88 0.22 -2.72
52 O 1.71 -0.16 -1.23
53 C 1.48 -1.30 -3.64
54 C 0.73 -0.96 -4.93
55 C 0.23 -2.23 -5.61
56 H 5.22 -2.58 -2.18
57 H 3.56 -2.14 -1.78
58 H 4.91 -1.24 -1.08
59 H 4.29 -1.28 -4.09
60 H 5.57 -0.40 -3.31
61 H 3.73 1.13 -3.82
62 H 3.97 1.01 -2.07
63 H 0.85 -1.88 -2.96
64 H 2.38 -1.87 -3.85
65 H 1.40 -0.42 -5.61
66 H -0.11 -0.30 -4.70
67 H 1.05 -2.89 -5.88
68 H -0.32 -1.98 -6.51
69 H -0.44 -2.78 -4.94
70 F -0.36 -3.34 -1.46
71 B -0.87 -2.43 -0.62
72 F -2.17 -2.67 -0.36

As for the gap between HOMO and LUMO: 0.275 Eh. As for the charge: +2. For the lowest unoccupied orbital energy, the calculation gives -0.2572 Eh.

---

Entry from OMol25: a gas-phase ion, C26H38BF4NO6PS2 (charge +1) at a distorted geometry (ωB97M-V with the def2-TZVPD basis set).

Cartesian coordinates (Å):
1 C 3.01 -6.08 -0.39
2 C 3.04 -4.54 -0.18
3 C 1.59 -4.04 0.12
4 O 1.06 -3.17 -0.94
5 N 1.10 -1.88 -0.45
6 C 2.19 -1.21 -0.77
7 C 2.33 0.11 -0.32
8 C 3.53 0.79 -0.68
9 C 3.72 2.07 -0.24
10 B 5.10 2.70 -0.74
11 O 6.25 2.00 -0.49
12 O 5.19 3.89 -1.46
13 C 5.29 3.69 -2.88
14 C 4.14 2.83 -3.48
15 C 2.75 2.73 0.58
16 S 3.10 4.38 1.18
17 O 2.20 5.24 0.48
18 O 2.90 4.49 2.59
19 F 4.56 4.85 0.89
20 C 1.53 2.12 0.94
21 C 0.57 2.89 1.81
22 C 0.85 2.45 3.30
23 C -0.20 2.90 4.27
24 F -0.24 2.22 5.45
25 C -1.12 3.87 4.12
26 F -1.56 4.51 5.19
27 F -1.69 4.25 2.99
28 C 1.34 0.78 0.46
29 C 0.12 -0.01 0.73
30 P -1.40 0.54 1.60
31 S -2.46 1.59 0.32
32 C 0.07 -1.34 0.26
33 C -1.11 -2.30 0.51
34 C -2.34 -2.02 -0.41
35 C -3.62 -2.80 0.07
36 C -4.63 -1.93 0.88
37 C -5.88 -1.46 0.05
38 C -5.81 0.03 -0.37
39 C -5.24 0.28 -1.78
40 O -6.11 -0.27 -2.75
41 C -5.62 -1.47 -3.34
42 H 2.12 -6.37 -0.97
43 H 3.01 -6.57 0.59
44 H 3.94 -6.40 -0.89
45 H 3.65 -4.36 0.72
46 H 3.49 -3.98 -1.01
47 H 1.63 -3.50 1.08
48 H 0.93 -4.90 0.30
49 H 2.98 -1.68 -1.35
50 H 4.26 0.28 -1.31
51 H 7.00 2.62 -0.39
52 H 6.29 3.28 -3.11
53 H 5.22 4.68 -3.36
54 H 3.20 2.99 -2.94
55 H 4.41 1.76 -3.53
56 H 3.99 3.15 -4.52
57 H 0.73 3.97 1.82
58 H -0.49 2.81 1.53
59 H 1.88 2.67 3.62
60 H 0.79 1.34 3.28
61 H -2.24 -0.53 2.01
62 H -1.21 1.34 2.74
63 H -1.36 -2.26 1.58
64 H -0.83 -3.34 0.33
65 H -2.53 -0.96 -0.62
66 H -2.09 -2.47 -1.39
67 H -3.26 -3.61 0.73
68 H -4.12 -3.28 -0.78
69 H -4.18 -1.05 1.36
70 H -5.03 -2.59 1.68
71 H -6.06 -2.15 -0.78
72 H -6.74 -1.55 0.74
73 H -5.18 0.55 0.37
74 H -6.81 0.49 -0.31
75 H -5.24 1.38 -1.93
76 H -4.19 -0.06 -1.87
77 H -5.33 -1.27 -4.39
78 H -6.41 -2.24 -3.33
79 H -4.74 -1.89 -2.83

As for the gap between HOMO and LUMO: 0.224 Eh. As for the charge: +1. For the lowest unoccupied orbital energy, the calculation gives -0.1871 Eh. Its SMILES is CCCO[n+]1cc2cc(B(O)OCC)c(S(=O)(=O)F)c(CCC(F)=C(F)F)c2c([PH2]=S)c1CCCCCCCOC.

---

Entry from OMol25: 2 unconnected molecules or ions with the total composition C26H38F7N6O6S at a distorted geometry (ωB97M-V with the def2-TZVPD basis set).

Cartesian coordinates (Å):
1 C -0.55 -1.02 4.51
2 C -0.29 -1.87 3.72
3 C -0.05 -2.90 2.74
4 C -0.95 -2.72 1.50
5 C -0.18 -2.77 0.17
6 N -0.06 -1.46 -0.50
7 C 1.24 -0.80 -0.50
8 C 1.89 -0.67 -1.87
9 C 2.75 0.57 -1.96
10 C 4.14 0.45 -1.30
11 C 4.30 1.22 0.02
12 C 5.28 0.54 0.96
13 C 4.62 -0.65 1.65
14 O 5.55 -1.57 2.16
15 C 5.89 -2.59 1.25
16 C -1.18 -1.02 -1.06
17 N -2.33 -1.69 -0.95
18 C -3.21 -0.99 -1.61
19 S -4.92 -1.49 -1.74
20 O -5.20 -1.46 -3.13
21 O -5.15 -2.66 -0.99
22 C -5.81 -0.02 -0.99
23 F -6.40 0.65 -1.96
24 F -4.86 0.76 -0.43
25 C -6.83 -0.39 0.13
26 F -6.27 -1.24 0.99
27 F -7.07 0.76 0.77
28 C -8.19 -0.97 -0.42
29 F -8.55 -2.00 0.32
30 F -9.13 -0.04 -0.37
31 F -8.03 -1.36 -1.68
32 N -2.70 0.06 -2.18
33 N -3.31 1.01 -3.02
34 N -1.39 0.11 -1.83
35 C -0.59 1.20 -2.34
36 C -0.28 0.93 -3.81
37 O -0.80 0.00 -4.36
38 O 0.56 1.74 -4.46
39 C 0.42 3.17 -4.34
40 C 1.33 3.84 -3.39
41 O -0.36 3.70 -5.05
42 H -0.86 -0.25 5.17
43 H 1.00 -2.93 2.49
44 H -0.28 -3.85 3.22
45 H -1.66 -3.53 1.47
46 H -1.47 -1.78 1.58
47 H -0.64 -3.46 -0.51
48 H 0.83 -3.13 0.35
49 H 1.87 -1.40 0.14
50 H 1.18 0.16 0.00
51 H 2.55 -1.52 -2.04
52 H 1.15 -0.72 -2.66
53 H 2.90 0.79 -3.01
54 H 2.25 1.44 -1.54
55 H 4.40 -0.59 -1.13
56 H 4.83 0.89 -2.01
57 H 3.38 1.32 0.57
58 H 4.67 2.22 -0.17
59 H 6.15 0.19 0.42
60 H 5.59 1.23 1.74
61 H 4.00 -0.30 2.48
62 H 3.99 -1.16 0.92
63 H 6.25 -2.18 0.31
64 H 5.02 -3.23 1.06
65 H 6.66 -3.19 1.70
66 H -2.68 1.17 -3.80
67 H -4.12 0.55 -3.43
68 H 0.28 1.41 -1.75
69 H -1.21 2.09 -2.31
70 H 2.27 3.31 -3.28
71 H 0.85 3.83 -2.42
72 H 1.45 4.87 -3.68
73 C 0.88 1.34 5.06
74 C -0.19 1.97 4.18
75 C 0.11 1.78 2.68
76 C 1.38 2.40 2.32
77 N 2.39 2.87 2.03
78 H 1.85 1.81 4.91
79 H 0.63 1.46 6.11
80 H 0.99 0.27 4.86
81 H -0.27 3.03 4.40
82 H -1.16 1.52 4.39
83 H -0.69 2.23 2.08
84 H 0.16 0.71 2.44

As for the gap between HOMO and LUMO: 0.298 Eh. As for the charge: +1. For the lowest unoccupied orbital energy, the calculation gives -0.1333 Eh. Its energy relative to the best compared isomer or geometry (same formula, charge and spin) is 0.0 kJ/mol.

---

Entry from OMol25: a molecular structure, C26H38N3O2S2Tc at a distorted geometry (ωB97M-V with the def2-TZVPD basis set).

Cartesian coordinates (Å):
1 Tc 0.73 0.10 2.54
2 C 1.38 3.58 3.34
3 C 1.14 2.18 3.81
4 C 2.20 1.28 4.04
5 C 2.00 0.01 4.64
6 C 3.16 -0.85 5.04
7 C 0.68 -0.39 4.90
8 C -0.42 0.46 4.66
9 C -1.80 0.07 5.07
10 C -0.17 1.72 4.06
11 H 1.44 4.22 4.23
12 H 0.56 3.95 2.72
13 H 2.32 3.67 2.80
14 H 3.21 1.62 3.85
15 H 3.32 -0.72 6.12
16 H 4.07 -0.56 4.53
17 H 2.95 -1.90 4.87
18 H 0.50 -1.35 5.36
19 H -1.90 0.27 6.14
20 H -1.98 -1.00 4.94
21 H -2.57 0.64 4.55
22 H -1.01 2.38 3.87
23 C -1.80 -0.47 -5.32
24 C -2.96 0.15 -4.54
25 C -2.51 0.70 -3.18
26 C -2.11 -0.43 -2.25
27 N -1.67 0.06 -0.92
28 C -0.48 0.58 -0.68
29 S -0.27 1.32 0.93
30 N 0.45 0.67 -1.60
31 C 1.77 1.34 -1.48
32 C 2.15 1.95 -2.82
33 C 1.28 3.15 -3.21
34 C 1.55 4.38 -2.36
35 H -2.05 -0.55 -6.38
36 H -1.56 -1.48 -4.97
37 H -0.91 0.15 -5.25
38 H -3.75 -0.59 -4.38
39 H -3.42 0.96 -5.10
40 H -3.29 1.30 -2.71
41 H -1.66 1.37 -3.35
42 H -1.31 -1.05 -2.66
43 H -2.96 -1.10 -2.07
44 H -2.34 0.10 -0.17
45 H 0.22 0.35 -2.53
46 H 2.51 0.61 -1.16
47 H 1.69 2.11 -0.72
48 H 2.11 1.17 -3.59
49 H 3.20 2.25 -2.76
50 H 0.22 2.88 -3.16
51 H 1.47 3.38 -4.26
52 H 1.34 4.22 -1.30
53 H 0.92 5.22 -2.68
54 H 2.59 4.70 -2.45
55 O -1.83 -5.86 -2.85
56 C -1.68 -4.56 -2.65
57 O -1.86 -3.73 -3.49
58 C -1.30 -4.04 -1.29
59 C -2.18 -4.12 -0.20
60 C -1.90 -3.44 0.96
61 C -0.73 -2.62 1.03
62 S -0.54 -1.77 2.48
63 C 0.16 -2.57 -0.07
64 C -0.12 -3.28 -1.20
65 H -1.64 -6.39 -2.07
66 H -3.10 -4.69 -0.29
67 H -2.57 -3.49 1.80
68 H 1.05 -1.97 -0.02
69 H 0.54 -3.24 -2.07
70 N 3.18 -1.02 0.92
71 C 2.25 -0.64 1.47
72 H 4.03 -1.37 0.51

As for the spin multiplicity: 2. As for the gap between HOMO and LUMO (spin up / spin down): 0.219 / 0.216 Eh. As for the charge: +3. For the lowest unoccupied orbital energy (spin up / spin down), the calculation gives -0.4208 / -0.4396 Eh. Its energy relative to the best compared isomer or geometry (same formula, charge and spin) is 0.0 kJ/mol.

---

Entry from OMol25: a molecular structure, C26H39As2CrN4O6S7 (ωB97M-V with the def2-TZVPD basis set).

Cartesian coordinates (Å):
1 Cr 0.31 -0.31 -0.48
2 C -0.89 2.89 2.51
3 C 0.17 1.92 2.89
4 N 0.69 1.05 2.09
5 C 1.64 0.28 2.70
6 C 1.87 0.59 4.01
7 S 0.84 1.86 4.49
8 C 2.29 -0.81 1.96
9 C 3.27 -1.57 2.50
10 S 3.78 -2.75 1.40
11 C 2.65 -2.20 0.25
12 N 1.94 -1.17 0.66
13 C 2.58 -2.97 -1.02
14 H -1.53 2.46 1.74
15 H -0.43 3.80 2.11
16 H -1.51 3.17 3.37
17 H 2.55 0.13 4.71
18 H 3.70 -1.48 3.48
19 H 3.58 -3.31 -1.29
20 H 2.16 -2.40 -1.83
21 H 1.95 -3.85 -0.88
22 C -4.45 -0.92 -1.78
23 C -3.66 0.06 -2.67
24 C -3.31 -0.59 -4.02
25 C -4.42 1.37 -2.87
26 C -2.38 0.31 -1.98
27 N -1.35 0.38 -1.50
28 H -5.38 -1.17 -2.30
29 H -4.68 -0.46 -0.82
30 H -3.88 -1.83 -1.60
31 H -4.24 -0.83 -4.53
32 H -2.73 -1.51 -3.87
33 H -2.71 0.08 -4.64
34 H -5.36 1.15 -3.38
35 H -3.85 2.06 -3.49
36 H -4.65 1.83 -1.91
37 O 3.54 0.14 -1.36
38 C 2.82 -0.06 -2.32
39 N 1.46 -0.26 -2.28
40 S 0.83 -0.48 -3.78
41 O 0.06 0.67 -4.20
42 O 0.19 -1.76 -3.90
43 C 2.37 -0.45 -4.63
44 C 2.62 -0.61 -5.98
45 C 3.94 -0.48 -6.39
46 C 4.95 -0.20 -5.48
47 C 4.67 -0.05 -4.12
48 C 3.36 -0.18 -3.72
49 H 1.82 -0.82 -6.68
50 H 4.18 -0.60 -7.44
51 H 5.97 -0.11 -5.83
52 H 5.44 0.16 -3.40
53 C -1.03 3.35 -2.92
54 As 0.73 3.43 -2.16
55 C 2.01 3.18 -3.57
56 C 0.93 5.27 -1.65
57 S 1.04 2.30 -0.41
58 H -1.19 4.22 -3.57
59 H -1.75 3.36 -2.10
60 H -1.12 2.43 -3.49
61 H 1.98 4.03 -4.26
62 H 1.75 2.27 -4.11
63 H 2.99 3.09 -3.11
64 H 0.76 5.92 -2.51
65 H 1.94 5.42 -1.26
66 H 0.21 5.49 -0.86
67 C -5.44 -1.18 2.11
68 As -4.52 0.45 2.55
69 C -5.69 1.33 3.81
70 C -3.00 -0.02 3.61
71 S -4.09 1.70 0.93
72 H -6.13 -1.45 2.92
73 H -4.69 -1.96 1.96
74 H -5.99 -1.03 1.19
75 H -5.89 0.67 4.66
76 H -6.62 1.58 3.30
77 H -5.21 2.25 4.14
78 H -3.32 -0.46 4.55
79 H -2.41 0.88 3.80
80 H -2.39 -0.73 3.05
81 O -0.63 -2.95 1.86
82 S -1.32 -2.15 0.87
83 O -0.92 -0.68 0.99
84 O -2.76 -2.27 0.86
85 S -0.54 -2.44 -0.99

As for the spin multiplicity: 4. As for the gap between HOMO and LUMO (spin up / spin down): 0.288 / 0.306 Eh. For the lowest unoccupied orbital energy (spin up / spin down), the calculation gives -0.0051 / 0.0123 Eh. Its energy relative to the best compared isomer or geometry (same formula, charge and spin) is 15.6 kJ/mol.